Computed, not measured: a molecular structure, C48H39MnN3OPS at a distorted geometry, with wB97M-V/def2-TZVPD.

As for the lowest unoccupied orbital energy (spin up / spin down): 2.45 / 2.46 eV. Its net charge is -1. The energy above the lowest of the compared OMol25 structures with the same formula, charge and spin comes out at 2.4 kcal per mole. The multiplicity is 2. For the total energy, the calculation gives -108374.2664 eV.

Structure (XYZ):
```
94
C48H39MnN3OPS (wB97M-V/def2-TZVPD)
Mn 1.39694 0.04874 -0.29078
C -3.04869 -2.10289 2.66370
C -2.67765 -1.52302 4.03433
C -3.63604 -0.37164 4.36805
C -2.84833 -2.63196 5.08400
C -1.24721 -0.98089 4.05025
C -0.60974 -0.77056 5.28110
C 0.70665 -0.34481 5.34899
C 1.38737 -0.12423 4.16756
S 3.06614 0.27340 3.94249
C 2.83407 0.17917 2.20934
N 1.57668 -0.02296 1.83144
C 0.76651 -0.25351 2.91513
C -0.56299 -0.68805 2.87831
C 3.87534 0.16362 1.24670
C 5.24074 0.28911 1.55575
C 6.17510 0.15264 0.55391
C 5.75500 -0.10307 -0.75213
C 4.40002 -0.20359 -1.05374
C 3.41430 -0.07560 -0.07378
H -4.04552 -2.54612 2.71106
H -2.33776 -2.87513 2.36263
H -3.06687 -1.33746 1.88737
H -4.66989 -0.72784 4.39976
H -3.56400 0.39976 3.60576
H -3.39068 0.07433 5.33444
H -3.79655 -3.14975 4.92496
H -2.86010 -2.23438 6.10027
H -2.04115 -3.36320 5.01415
H -1.13250 -0.95806 6.20986
H 1.20615 -0.23021 6.30321
H -0.99039 -0.85005 1.89783
H 5.54375 0.48232 2.58209
H 7.23227 0.23488 0.78056
H 6.48638 -0.22309 -1.54519
H 4.12397 -0.39973 -2.08414
O 1.64752 0.03523 -2.11972
C 2.14202 0.84941 -2.97946
C 2.43032 0.39492 -4.28688
C 2.93445 1.23619 -5.25348
C 3.19286 2.57425 -4.95457
C 2.95037 3.04184 -3.68063
C 2.43340 2.21906 -2.67043
C 2.18184 2.74222 -1.34943
N 1.67294 2.10129 -0.30161
C 1.61607 2.99625 0.73411
C 2.08099 4.20464 0.32961
N 2.42703 4.03947 -0.99110
H 2.23121 -0.64682 -4.50444
H 3.11574 0.85851 -6.25315
H 3.58905 3.24334 -5.70890
H 3.16226 4.08402 -3.46242
H 1.23566 2.71011 1.70056
H 2.19673 5.14441 0.83988
H 2.92280 4.70427 -1.55282
C -4.85499 2.26100 0.63239
C -4.77828 1.71033 -0.63983
C -3.60382 1.12542 -1.07851
C -2.48133 1.04494 -0.24135
C -2.56617 1.62211 1.02366
C -3.73627 2.23502 1.45018
P -0.93944 0.20992 -0.80398
C -1.09205 0.81720 -2.54063
C -1.05094 2.19609 -2.73446
C -1.18608 2.73712 -4.00264
C -1.36235 1.90030 -5.09516
C -1.40302 0.52714 -4.90796
C -1.27628 -0.01561 -3.63699
C -1.35873 -1.55282 -0.93951
C -2.61282 -2.03322 -1.25949
C -2.84436 -3.40984 -1.37447
C -1.82628 -4.29844 -1.15278
C -0.53932 -3.85038 -0.78124
C 0.50476 -4.76579 -0.53354
C 1.73237 -4.30081 -0.14818
C 1.96531 -2.92035 0.00546
C 1.00589 -1.95747 -0.25658
C -0.28191 -2.44839 -0.65755
H -5.77214 2.72683 0.97061
H -5.63951 1.75564 -1.29656
H -3.53769 0.75916 -2.09367
H -1.68882 1.62090 1.66165
H -3.78293 2.71002 2.42245
H -0.92081 2.84960 -1.87707
H -1.15420 3.81206 -4.13679
H -1.45537 2.32179 -6.08876
H -1.52868 -0.12587 -5.76401
H -1.31424 -1.08760 -3.48880
H -3.43149 -1.34760 -1.43049
H -3.83005 -3.76959 -1.64843
H -1.99636 -5.36530 -1.25901
H 0.31697 -5.82919 -0.64192
H 2.54434 -4.99783 0.03730
H 2.95251 -2.60525 0.32623
```

Löwdin atomic charge list, values in e, 4 entries:
1 Mn 0.3106
2 C -0.0506
3 C -0.5479
4 C -0.0395

=====

Computed, not measured: 6 unconnected molecules or ions with the total composition C12H38N2O8 at a distorted geometry, with wB97M-V/def2-TZVPD.

As for the lowest unoccupied orbital energy: 0.74 eV. Its net charge is 0. The SMILES is COCCNCCOC.COCCNCCOC.O.O.O.O. The energy above the lowest of the compared OMol25 structures with the same formula, charge and spin comes out at 9.3 kcal per mole. For the total energy, the calculation gives -32417.6144 eV.

Structure (XYZ):
```
60
C12H38N2O8 (wB97M-V/def2-TZVPD)
C 2.44895 4.79423 -3.07829
O 1.26309 4.22660 -2.58936
C 0.32466 3.97161 -3.59775
C -1.04197 3.74947 -3.03596
N -1.13309 2.63953 -2.06012
C -2.51886 2.03854 -1.95440
C -2.46902 0.77252 -1.10122
O -2.38394 1.16016 0.24634
C -2.74961 0.20968 1.19476
H 3.05092 4.81097 -2.20924
H 2.27553 5.81789 -3.44452
H 2.99428 4.14202 -3.78080
H 0.67293 3.12225 -4.14057
H 0.35793 4.82401 -4.36030
H -1.65071 3.55946 -3.90848
H -1.41279 4.62620 -2.53454
H -0.48706 1.91016 -2.39406
H -2.92367 1.87801 -2.94610
H -3.09926 2.83450 -1.54661
H -1.48776 0.32438 -1.35564
H -3.32905 0.12034 -1.35479
H -2.60615 -0.84770 0.91693
H -3.88169 0.38071 1.27059
H -2.28654 0.48567 2.17674
C -0.83060 -6.99924 1.33169
O -0.66095 -5.67368 0.94004
C -0.95892 -4.71150 1.97562
C -0.92371 -3.29771 1.43061
N 0.33743 -2.94747 0.79667
C 0.82937 -1.59361 0.86950
C 1.20424 -1.29308 2.30747
O 0.05435 -0.87952 3.04311
C 0.48163 -0.68644 4.38638
H -0.19645 -7.52549 0.65130
H -1.86088 -7.24292 1.16645
H -0.51630 -7.13890 2.37494
H -0.18451 -4.86167 2.72677
H -1.93537 -4.92323 2.44678
H -1.15496 -2.63810 2.28010
H -1.76964 -3.33743 0.72594
H 0.47834 -3.38040 -0.08207
H 0.25505 -0.78378 0.38685
H 1.85169 -1.62179 0.44582
H 1.95801 -0.46547 2.36414
H 1.69370 -2.19233 2.71173
H 0.84399 -1.61801 4.79008
H -0.41141 -0.42203 4.95746
H 1.27211 0.08082 4.52072
O 4.15171 -0.24410 -0.39893
H 3.77495 0.59805 -0.10483
H 4.11096 -0.85838 0.32765
O 0.02088 2.59000 0.71670
H -0.52193 2.63817 -0.14515
H -0.38521 1.97653 1.35883
O 1.21169 0.54682 -2.11065
H 1.26411 -0.41646 -2.14390
H 1.73466 0.83346 -1.37101
O 2.42434 1.96425 -0.08321
H 1.51338 2.15546 0.25147
H 2.91712 2.81795 -0.25766
```

Löwdin atomic charge list, values in e, 4 entries:
1 C -0.1134
2 O -0.1896
3 C -0.2456
4 C -0.1944

=====

Computed, not measured: a molecular structure, C4H3NO2 at a distorted geometry, with wB97M-V/def2-TZVPD.

As for the lowest unoccupied orbital energy: 0.55 eV. Its net charge is 0. The energy above the lowest of the compared OMol25 structures with the same formula, charge and spin comes out at 34.4 kcal per mole. For the total energy, the calculation gives -9780.1967 eV.

Structure (XYZ):
```
10
C4H3NO2 (wB97M-V/def2-TZVPD)
C 1.29054 -0.01194 -0.12228
C 0.37986 1.13256 0.16138
C -0.52734 0.03263 0.77661
C -1.83072 -0.09293 0.04438
H 0.85258 1.77830 0.84822
H -0.05994 1.78204 -0.63590
H -0.60586 0.14741 1.84980
N -2.70294 -0.10878 -0.75815
O 2.36704 -0.14784 -0.63425
O 0.49042 -1.01569 0.39480
```

Löwdin atomic charge list, values in e, 4 entries:
1 C -0.4711
2 C -0.0034
3 C -0.2058
4 C -0.1141

=====

Computed, not measured: C21H30N4O3 in the gas phase at a distorted geometry, with wB97M-V/def2-TZVPD.

As for the lowest unoccupied orbital energy: 0.58 eV. Its net charge is 0. The SMILES is Cc1ccn2c(CNC[C@@H]3COCCO3)c(C(=O)N3CCCCCC3)nc2c1. The energy above the lowest of the compared OMol25 structures with the same formula, charge and spin comes out at 61.3 kcal per mole. For the total energy, the calculation gives -34367.0494 eV.

Structure (XYZ):
```
58
C21H30N4O3 (wB97M-V/def2-TZVPD)
C -2.49249 -4.97490 2.68952
C -2.11134 -4.04503 1.58163
C -1.55072 -4.58071 0.39284
C -1.18727 -3.77752 -0.63970
N -1.36127 -2.43757 -0.53729
C -1.08705 -1.41590 -1.39923
C -0.41916 -1.63802 -2.71749
N 0.98137 -2.03965 -2.64401
C 1.92935 -0.98346 -2.37726
C 1.83574 -0.37383 -0.96729
C 3.05700 0.47275 -0.60471
O 2.93084 0.98047 0.70779
C 2.78789 -0.07419 1.63551
C 1.58545 -0.95067 1.27828
O 1.70250 -1.44345 -0.03689
C -1.47975 -0.25722 -0.73949
C -1.35757 1.09686 -1.33222
O -1.27280 1.20138 -2.55389
N -1.31235 2.18865 -0.53694
C -1.34605 2.20351 0.90473
C -0.04706 2.71729 1.53850
C 0.14822 4.22524 1.37631
C 0.82795 4.63867 0.06737
C 0.37408 3.86887 -1.17780
C -1.10568 3.47053 -1.18437
N -1.98793 -0.55625 0.48540
C -1.91539 -1.86614 0.60602
C -2.29091 -2.69223 1.67535
H -3.23957 -5.68808 2.34283
H -1.62420 -5.54136 3.02434
H -2.89953 -4.42582 3.53399
H -1.41258 -5.64702 0.30972
H -0.76644 -4.15474 -1.55904
H -0.48796 -0.71640 -3.29733
H -0.95142 -2.42941 -3.26008
H 1.10544 -2.76242 -1.94080
H 1.78305 -0.18919 -3.11272
H 2.92838 -1.41018 -2.50987
H 0.94612 0.26872 -0.89413
H 3.14063 1.33641 -1.26561
H 3.96745 -0.14085 -0.68320
H 2.65301 0.38972 2.61322
H 3.70031 -0.68966 1.63884
H 1.53266 -1.82402 1.93093
H 0.65984 -0.36423 1.37605
H -1.56201 1.19370 1.25257
H -2.17416 2.85122 1.22067
H 0.81424 2.18936 1.12786
H -0.10154 2.48377 2.60450
H 0.76250 4.59694 2.19964
H -0.82402 4.71681 1.46150
H 1.90664 4.50349 0.17076
H 0.64731 5.70588 -0.08277
H 0.95975 2.95361 -1.28236
H 0.58138 4.48126 -2.05705
H -1.71892 4.22429 -0.68643
H -1.44528 3.35890 -2.21658
H -2.71669 -2.22820 2.54989
```

Löwdin atomic charge list, values in e, 4 entries:
1 C -0.0509
2 C -0.2745
3 C -0.0230
4 C -0.0221